Record 1
{"formula": "C3H6F3LuO", "method": "ωB97M-V/def2-TZVPD", "s2": 0.76, "e_homo_ha": [-0.4619, -0.4827], "multiplicity": 2, "e_lumo_ev": [-5.06, -6.91], "orbital_gap_ha": [0.2760, 0.2289], "charge": 1, "symbols": ["H", "C", "F", "F", "F", "Lu", "C", "O", "C", "H", "H", "H", "H", "H"], "xyz": [[-0.2076, 0.2864, -1.3940], [-0.9333, 0.2173, -2.2181], [-1.9791, 1.0634, -1.9043], [-0.3519, 0.6406, -3.3517], [-1.4689, -0.9805, -2.4953], [-2.1309, 0.1393, 2.0107], [1.5008, 0.6654, 1.2208], [0.9699, -0.3839, 0.4698], [-0.1338, -1.0492, 1.0939], [2.3103, 1.1277, 0.6400], [0.7388, 1.4410, 1.4333], [1.9103, 0.3038, 2.1807], [-0.5160, -1.8110, 0.3943], [0.2914, -1.6602, 1.9200]]}



Record 2
{"formula": "C3H6F3NO", "method": "ωB97M-V/def2-TZVPD", "smiles": "CN[C@@H](O)C(F)(F)F", "e_homo_ha": -0.3625, "e_lumo_ev": 0.91, "orbital_gap_ha": 0.3960, "charge": 0, "symbols": ["C", "C", "C", "N", "O", "F", "F", "F", "H", "H", "H", "H", "H", "H"], "xyz": [[0.4431, 0.8492, -0.3313], [-0.4763, -1.1659, 0.6270], [-0.5516, -2.6830, 0.3622], [0.0270, -0.5243, -0.5601], [-1.7332, -0.6805, 0.9576], [-0.9494, -3.3626, 1.4399], [0.6398, -3.1887, 0.0019], [-1.4105, -2.9705, -0.6244], [-0.4014, 1.3990, 0.0799], [1.2868, 0.9269, 0.3656], [0.7228, 1.2870, -1.2858], [0.1472, -1.0222, 1.5306], [0.7821, -1.0584, -0.9750], [-2.2900, -0.6948, 0.1661]]}



Record 3
{"formula": "C3H6FI", "method": "ωB97M-V/def2-TZVPD", "smiles": "CC[C@H](F)I", "e_homo_ha": -0.3503, "e_lumo_ev": 0.36, "orbital_gap_ha": 0.3634, "charge": 0, "symbols": ["C", "C", "C", "F", "I", "H", "H", "H", "H", "H", "H"], "xyz": [[1.4123, -0.2298, -0.3517], [-0.0967, 0.1976, -0.5468], [-1.0591, 0.0255, 0.8136], [-0.8788, -1.1698, 1.2863], [-3.1598, 0.4099, 0.1395], [1.6289, -1.3194, -0.3405], [1.7737, 0.3751, 0.4882], [1.9378, 0.3436, -1.1737], [-0.5771, -0.5389, -1.0997], [-0.1178, 1.1863, -0.9202], [-0.8633, 0.7198, 1.7050]]}



Energy for the records above, in order: -47017.21532; -14898.66779; -14025.36177 eV